Record 1
Computed, not measured: a molecular structure, C31H28F9N3OReS, with wB97M-V/def2-TZVPD.

Last column: Löwdin spin population.
Geometry (Å):
Re (0.454, 0.887, 0.207)  0.80
C (4.210, 4.075, 1.949)  0.00
C (3.443, 3.515, 0.743)  0.00
C (4.066, 2.220, 0.321)  0.00
C (5.308, 2.239, -0.325)  0.00
C (5.933, 1.065, -0.700)  0.00
C (5.316, -0.147, -0.446)  0.00
C (4.072, -0.215, 0.180)  0.00
C (3.456, -1.563, 0.408)  0.00
C (3.412, -1.975, 1.882)  0.00
C (3.460, 0.981, 0.587)  0.00
N (2.210, 0.927, 1.267)  -0.02
C (2.171, 0.991, 2.586)  -0.01
C (0.884, 0.918, 3.131)  -0.01
C (0.263, 0.969, 4.397)  0.10
C (-1.105, 0.861, 4.171)  0.00
C (-1.289, 0.738, 2.794)  0.08
N (-0.102, 0.779, 2.164)  0.00
H (3.742, 4.992, 2.292)  0.00
H (5.242, 4.293, 1.686)  0.00
H (4.212, 3.353, 2.763)  0.00
H (3.503, 4.234, -0.078)  0.00
H (2.388, 3.389, 1.005)  0.00
H (5.775, 3.189, -0.533)  0.00
H (6.898, 1.080, -1.183)  0.00
H (5.793, -1.072, -0.732)  0.00
H (4.042, -2.300, -0.144)  0.00
H (2.442, -1.557, 0.002)  0.00
H (4.398, -1.862, 2.323)  0.00
H (3.135, -3.021, 1.962)  0.00
H (2.700, -1.376, 2.446)  0.00
H (3.072, 1.086, 3.179)  0.00
H (0.755, 1.086, 5.342)  0.00
H (-1.884, 0.867, 4.906)  0.00
H (-2.216, 0.644, 2.256)  0.00
F (0.265, 2.673, -3.661)  0.00
C (0.176, 2.936, -2.379)  0.00
F (1.231, 2.285, -1.773)  0.01
F (0.380, 4.223, -2.167)  0.00
C (-1.128, 2.383, -1.715)  0.00
O (-0.924, 1.127, -1.267)  0.03
C (-1.453, 3.271, -0.482)  0.00
F (-0.294, 3.284, 0.286)  0.00
F (-1.805, 4.506, -0.707)  0.00
F (-2.347, 2.678, 0.297)  0.00
C (-2.281, 2.416, -2.761)  0.00
F (-2.254, 3.543, -3.460)  0.00
F (-3.458, 2.312, -2.158)  0.00
F (-2.153, 1.389, -3.596)  0.00
N (0.274, -1.096, -0.085)  0.00
S (-0.410, -1.707, -1.476)  0.01
C (0.861, -2.944, -1.856)  0.00
C (1.170, -3.912, -0.911)  0.00
C (2.158, -4.837, -1.197)  0.00
C (2.828, -4.784, -2.411)  0.00
C (2.515, -3.808, -3.342)  0.00
C (1.528, -2.874, -3.067)  0.00
C (-1.653, -2.843, -0.811)  0.00
C (-2.227, -2.588, 0.424)  0.00
C (-3.115, -3.512, 0.952)  0.00
C (-3.444, -4.651, 0.232)  0.00
C (-2.918, -4.852, -1.035)  0.00
C (-2.015, -3.948, -1.568)  0.00
H (0.293, -1.780, 0.671)  0.00
H (0.646, -3.954, 0.032)  0.00
H (2.390, -5.601, -0.473)  0.00
H (3.590, -5.513, -2.635)  0.00
H (3.028, -3.777, -4.289)  0.00
H (1.279, -2.115, -3.790)  0.00
H (-1.990, -1.681, 0.964)  0.00
H (-3.545, -3.340, 1.926)  0.00
H (-4.112, -5.382, 0.656)  0.00
H (-3.204, -5.720, -1.606)  0.00
H (-1.604, -4.104, -2.552)  0.00

Values from the calculation:
HOMO (alpha / beta) in eV: -13.985 / -13.989
DFT total energy in eV: -76525.964
HOMO-LUMO gap (alpha / beta) in eV: 5.5 / 5.5
Multiplicity: 2
Total charge: +2



Record 2
Computed, not measured: a molecular structure, C31H28FN4O3Pt, with wB97M-V/def2-TZVPD.

Last column: Löwdin spin population.
Geometry (Å):
Pt (-0.047, -0.017, 0.029)  1.40
C (-1.873, -0.984, -3.796)  0.00
C (-2.723, -2.032, -3.465)  0.00
C (-2.780, -2.470, -2.153)  0.00
C (-1.989, -1.859, -1.181)  0.02
C (-1.136, -0.791, -1.495)  0.12
C (-1.091, -0.374, -2.824)  0.04
C (-2.014, -2.281, 0.233)  0.01
C (-2.663, -3.460, 0.688)  0.00
C (-2.604, -3.788, 2.004)  -0.01
C (-1.915, -2.955, 2.919)  0.01
C (-1.822, -3.239, 4.301)  0.00
C (-1.150, -2.391, 5.134)  0.00
C (-0.549, -1.222, 4.616)  0.00
C (-0.622, -0.922, 3.285)  0.00
C (-1.303, -1.797, 2.408)  0.01
N (-1.369, -1.501, 1.075)  0.15
H (-1.827, -0.635, -4.821)  0.00
H (-3.342, -2.496, -4.221)  0.00
H (-3.456, -3.276, -1.896)  0.00
H (-0.445, 0.448, -3.109)  0.01
H (-3.181, -4.091, -0.017)  0.00
H (-3.084, -4.689, 2.369)  0.00
H (-2.299, -4.133, 4.684)  0.00
H (-1.084, -2.604, 6.192)  0.00
H (-0.028, -0.546, 5.282)  0.00
H (-0.176, -0.016, 2.894)  0.00
C (7.515, -0.385, 1.884)  0.00
C (6.507, -1.335, 2.506)  0.00
N (5.246, -1.381, 1.758)  0.00
C (4.269, -0.513, 2.095)  0.00
C (3.038, -0.419, 1.519)  0.00
C (2.163, 0.711, 2.053)  0.01
O (2.433, 1.139, 3.163)  0.01
O (1.177, 1.099, 1.328)  0.07
C (2.691, -1.388, 0.525)  0.01
O (1.570, -1.571, 0.017)  0.12
C (3.784, -2.275, 0.092)  0.01
C (3.560, -3.153, -0.969)  0.00
C (4.557, -3.973, -1.407)  0.00
F (4.291, -4.839, -2.411)  0.00
C (5.840, -3.951, -0.837)  0.00
C (6.062, -3.077, 0.211)  0.00
C (5.041, -2.252, 0.704)  0.00
N (6.918, -4.747, -1.306)  0.00
C (7.634, -5.577, -0.349)  0.00
C (9.129, -5.450, -0.652)  0.00
N (9.270, -5.170, -2.133)  0.00
C (8.260, -5.962, -2.914)  0.00
C (6.871, -5.382, -2.618)  0.00
H (8.436, -0.376, 2.466)  0.00
H (7.123, 0.631, 1.856)  0.00
H (7.754, -0.676, 0.859)  0.00
H (6.261, -1.035, 3.523)  0.00
H (6.898, -2.349, 2.576)  0.00
H (4.490, 0.167, 2.909)  0.00
H (2.581, -3.188, -1.428)  0.00
H (7.060, -3.000, 0.621)  0.00
H (7.309, -6.623, -0.411)  0.00
H (7.445, -5.250, 0.669)  0.00
H (9.688, -6.359, -0.436)  0.00
H (9.586, -4.610, -0.134)  0.00
H (10.219, -5.361, -2.449)  0.00
H (9.082, -4.177, -2.281)  0.00
H (8.371, -6.992, -2.583)  0.00
H (8.510, -5.905, -3.971)  0.00
H (6.141, -6.192, -2.695)  0.00
H (6.614, -4.632, -3.364)  0.00

Values from the calculation:
HOMO (alpha / beta) in eV: -8.839 / -9.571
DFT total energy in eV: -50661.630
HOMO-LUMO gap (alpha / beta) in eV: 5.4 / 6.2
Relative energy (zero: lowest compared OMol25 entry of this formula, charge and spin) in kcal/mol: 0.00
Multiplicity: 3
Total charge: +1



Record 3
Computed, not measured: 5 unconnected molecules or ions with the total composition C31H28N6O7, with wB97M-V/def2-TZVPD.

Last column: Löwdin spin population.
Geometry (Å):
C (0.172, -7.051, 2.585)  0.02
C (1.336, -6.453, 3.041)  0.02
C (1.642, -5.136, 2.821)  0.00
C (0.639, -4.329, 2.212)  0.06
C (-0.613, -4.852, 1.903)  0.06
C (-0.715, -6.301, 1.864)  0.01
C (-1.651, -4.027, 1.195)  0.11
O (-2.710, -4.501, 0.669)  0.22
C (-1.305, -2.565, 0.855)  0.06
C (-2.161, -1.760, 0.022)  0.01
C (-1.861, -0.414, -0.091)  0.02
C (-0.694, 0.086, 0.359)  0.01
C (0.227, -0.742, 0.890)  0.01
C (0.052, -2.073, 1.195)  0.05
C (1.028, -2.893, 1.898)  0.11
O (2.175, -2.459, 2.052)  0.19
H (-0.154, -8.076, 2.676)  0.00
H (1.924, -7.194, 3.563)  0.00
H (2.537, -4.713, 3.254)  0.00
H (-1.543, -6.832, 1.418)  0.00
H (-3.124, -2.135, -0.292)  0.00
H (-2.616, 0.319, -0.337)  0.00
H (-0.521, 1.148, 0.460)  0.00
H (1.138, -0.174, 1.009)  0.00
C (3.620, 3.578, -6.929)  0.00
C (2.591, 2.629, -6.916)  0.00
C (2.243, 2.030, -5.678)  0.00
C (2.833, 2.347, -4.441)  0.00
C (3.841, 3.403, -4.399)  0.00
C (4.202, 4.029, -5.624)  0.00
C (4.418, 3.865, -3.085)  0.00
O (5.153, 4.803, -2.942)  0.00
C (3.993, 2.988, -1.879)  0.00
C (4.584, 3.303, -0.601)  0.00
C (4.380, 2.541, 0.548)  0.00
C (3.508, 1.419, 0.493)  0.00
C (2.899, 1.150, -0.716)  0.00
C (3.035, 1.929, -1.898)  0.00
C (2.408, 1.590, -3.208)  0.00
O (1.577, 0.712, -3.331)  0.00
H (3.731, 4.087, -7.875)  0.00
H (2.250, 2.348, -7.902)  0.00
H (1.517, 1.231, -5.715)  0.00
H (4.889, 4.857, -5.717)  0.00
H (5.243, 4.153, -0.507)  0.00
H (4.846, 2.749, 1.500)  0.00
H (3.318, 0.923, 1.433)  0.00
H (2.355, 0.225, -0.836)  0.00
C (-0.402, 2.069, 3.762)  0.00
O (-1.204, 1.281, 3.421)  0.00
N (0.874, 2.026, 3.494)  0.00
N (-0.733, 3.050, 4.533)  0.00
H (1.395, 1.467, 2.833)  0.00
H (1.383, 2.662, 4.090)  0.00
H (-0.094, 3.775, 4.825)  0.00
H (-1.676, 3.262, 4.824)  0.00
C (-5.365, 0.000, -2.093)  0.00
O (-4.730, 0.313, -3.116)  0.00
N (-5.226, 0.682, -0.977)  0.00
N (-6.086, -0.985, -1.859)  0.00
H (-4.573, 1.451, -0.925)  0.00
H (-5.715, 0.403, -0.139)  0.00
H (-6.579, -1.084, -0.983)  0.00
H (-6.066, -1.821, -2.426)  0.00
C (-4.462, 0.139, 2.752)  0.00
O (-5.645, 0.151, 2.840)  0.00
N (-3.650, -0.811, 3.026)  0.00
N (-3.932, 1.233, 2.252)  0.00
H (-3.993, -1.725, 3.288)  0.00
H (-2.663, -0.615, 2.941)  0.00
H (-4.556, 2.027, 2.231)  0.00
H (-2.936, 1.290, 2.409)  0.00

Values from the calculation:
HOMO (alpha / beta) in eV: -2.160 / -5.401
DFT total energy in eV: -55875.763
HOMO-LUMO gap (alpha / beta) in eV: 2.7 / 6.0
Multiplicity: 2
Total charge: -1